No. 1
C9H16N2O2 | the ωB97M-V functional and the def2-TZVPD basis

Last column: Mulliken charge in e.
Geometry (Å):
O1 3.006 -2.140 1.376  -0.630
C1 2.208 -1.255 1.545  0.578
C2 1.460 -1.074 2.766  -0.548
C3 0.576 -0.065 2.851  -0.281
N1 0.408 0.850 1.801  -0.131
C4 1.179 0.826 0.617  -0.013
O2 1.166 1.737 -0.190  -0.632
N2 1.979 -0.262 0.590  0.054
H1 1.682 -1.735 3.592  0.440
H2 0.054 0.247 3.757  0.386
H3 -0.135 1.679 1.925  0.296
H4 2.434 -0.455 -0.289  0.257
C5 -0.289 1.257 -3.450  -1.392
C6 -0.174 0.918 -2.021  0.069
C7 -1.295 0.126 -1.294  -0.701
C8 -0.862 -0.454 0.116  0.510
C9 -2.042 -1.323 0.758  -1.522
H5 -0.167 0.406 -4.186  0.292
H6 -1.265 1.712 -3.637  0.327
H7 0.570 1.960 -3.737  0.310
H8 0.137 1.776 -1.469  0.402
H9 0.734 0.265 -1.859  0.023
H10 -2.089 0.827 -1.095  0.333
H11 -1.856 -0.656 -2.011  0.215
H12 -0.655 0.473 0.762  -0.057
H13 0.066 -1.015 0.086  0.308
H14 -2.213 -2.134 0.074  0.401
H15 -1.699 -1.761 1.723  0.366
H16 -2.919 -0.728 0.897  0.338

Force components x, y, z for each atom (eV/Å):
O 0.4 -0.3 -0.7
C -0.3 0.3 0.9
C -0.7 0.2 0.4
C 0.5 1.6 -0.6
N 2.9 0.4 2.5
C 1.0 2.0 1.8
O 1.2 -0.7 2.6
N 1.3 -0.7 -1.1
H -0.2 0.0 -0.1
H 0.0 -0.5 -0.3
H -0.1 0.4 0.3
H 0.3 0.2 -0.1
C 0.8 0.1 -2.3
C 0.9 -2.8 0.7
C -0.7 -1.3 -1.1
C -3.3 0.9 -1.0
C 2.7 0.5 -0.1
H -0.4 0.6 1.0
H 0.2 0.3 -0.3
H -1.4 -0.7 0.4
H -1.1 0.4 -0.5
H -0.6 0.5 -0.7
H -0.6 0.4 0.2
H 1.6 1.3 1.5
H -2.5 -2.9 -2.5
H -0.6 -0.4 -0.3
H -0.4 -0.4 -0.2
H -0.4 0.3 -0.5
H -0.6 0.3 0.1

* orbital gap: 9.4467 eV
* electronic energy: -612.44357 a.u.
* max |F|: 4.58 eV Å⁻¹
* 2S+1: 1
* energy above the lowest of the compared OMol25 structures with the same formula, charge and spin: 89.2 kcal per mole
* LUMO level: 0.4 eV
* SMILES string: O=c1cc[nH]c(=O)[nH]1.CCCCC

No. 2
C2H4N4O | the ωB97M-V functional and the def2-TZVPD basis

Last column: Mulliken charge in e.
Geometry (Å):
N1 -0.245 2.252 0.248  -0.445
C1 -0.082 0.904 0.012  0.503
N2 0.580 0.440 -1.025  -0.735
N3 0.587 -0.909 -0.759  0.162
C2 -0.106 -1.138 0.374  0.485
O1 -0.279 -2.366 0.887  -0.488
N4 -0.537 -0.028 0.908  -0.576
H1 -0.070 2.825 -0.565  0.270
H2 -1.100 2.480 0.734  0.253
H3 0.778 -1.556 -1.507  0.236
H4 0.510 -2.888 0.692  0.333

Force components x, y, z for each atom (eV/Å):
N -0.1 0.0 -0.1
C 0.1 0.1 -0.1
N -0.2 0.2 0.3
N -0.1 -0.2 0.0
C 0.2 0.2 -0.1
O 0.1 0.0 0.0
N 0.1 -0.1 -0.1
H -0.1 0.0 0.1
H 0.1 0.0 0.0
H 0.1 0.0 0.1
H -0.2 -0.1 0.1

* orbital gap: 9.0670 eV
* electronic energy: -372.88493 a.u.
* max |F|: 0.35 eV Å⁻¹
* 2S+1: 1
* energy above the lowest of the compared OMol25 structures with the same formula, charge and spin: 9.7 kcal per mole
* LUMO level: 0.5 eV
* SMILES string: Nc1n[nH]c(O)n1

No. 3
C4H5N3S | the ωB97M-V functional and the def2-TZVPD basis

Last column: Mulliken charge in e.
Geometry (Å):
C1 -1.232 1.758 0.008  -0.903
C2 -0.760 0.472 -0.106  0.563
N1 -1.585 -0.650 -0.136  -0.550
C3 -0.932 -1.747 0.002  0.062
N2 0.436 -1.514 -0.129  -0.349
N3 0.574 -0.062 -0.214  0.234
C4 1.751 0.495 -0.069  -0.020
S1 3.260 -0.114 -0.036  -0.336
H1 -2.359 1.896 0.151  0.262
H2 -0.582 2.646 0.071  0.253
H3 -1.318 -2.780 0.296  0.334
H4 1.211 -1.932 0.275  0.210
H5 1.537 1.532 -0.113  0.239

Force components x, y, z for each atom (eV/Å):
C -0.2 -1.2 0.2
C -0.6 0.9 -0.4
N -1.7 -0.8 0.8
C 1.3 0.6 0.5
N -1.9 2.3 -1.2
N -1.3 -2.9 0.6
C 0.4 0.8 -0.7
S -0.1 -0.4 0.2
H 2.0 -0.4 -0.4
H -0.4 -0.7 -0.1
H 0.5 1.7 -0.9
H 1.6 -1.2 1.0
H 0.5 1.4 0.2

* orbital gap: 7.9997 eV
* electronic energy: -717.79123 a.u.
* max |F|: 3.27 eV Å⁻¹
* 2S+1: 1
* energy above the lowest of the compared OMol25 structures with the same formula, charge and spin: 64.3 kcal per mole
* LUMO level: -0.2 eV
* SMILES string: C=C1N=CNN1C=S

No. 4
C34H102N15O7P5S2 | the ωB97M-V functional and the def2-TZVPD basis

Last column: Mulliken charge in e.
Geometry (Å):
O1 -3.985 0.753 1.356  -0.654
P1 -5.434 0.835 1.089  -0.007
N1 -6.414 0.695 2.433  0.275
C1 -6.501 -0.613 3.067  -0.797
C2 -6.406 1.858 3.318  -1.074
N2 -5.949 -0.391 0.064  0.190
C3 -5.100 -1.569 -0.110  -0.377
C4 -7.353 -0.656 -0.148  -1.207
N3 -5.802 2.290 0.382  0.495
C5 -4.688 2.973 -0.245  -1.064
C6 -7.139 2.613 -0.048  -1.105
H1 -5.513 -0.978 3.382  0.247
H2 -6.896 -1.341 2.360  0.233
H3 -7.100 -0.504 3.969  0.359
H4 -5.423 1.984 3.795  0.369
H5 -7.163 1.767 4.094  0.367
H6 -6.535 2.760 2.724  0.255
H7 -5.146 -2.211 0.785  0.320
H8 -5.467 -2.190 -0.924  0.467
H9 -4.055 -1.292 -0.200  -0.197
H10 -7.749 -0.278 -1.098  0.268
H11 -7.634 -1.713 -0.122  0.454
H12 -7.989 -0.214 0.626  0.476
H13 -4.392 2.448 -1.162  0.335
H14 -4.973 3.988 -0.529  0.417
H15 -3.817 3.027 0.402  0.158
H16 -7.883 1.879 0.243  0.362
H17 -7.195 2.688 -1.142  0.360
H18 -7.474 3.587 0.328  0.332
O2 0.514 6.254 5.230  -0.878
P2 -0.128 4.935 5.132  0.107
N4 0.259 3.803 6.291  0.420
C7 -0.634 3.409 7.370  -1.122
C8 1.670 3.639 6.545  -1.164
N5 0.195 4.148 3.694  0.367
C9 -0.290 4.749 2.481  -0.917
C10 0.358 2.707 3.569  -0.768
N6 -1.792 5.075 5.147  0.526
C11 -2.734 3.994 4.891  -1.375
C12 -2.374 6.300 5.684  -1.213
H19 -0.578 4.148 8.183  0.303
H20 -0.210 2.518 7.841  0.422
H21 -1.656 3.234 7.067  0.329
H22 2.266 4.346 5.959  0.373
H23 2.121 2.705 6.167  0.274
H24 1.954 3.725 7.595  0.430
H25 0.384 4.657 1.625  0.376
H26 -1.302 4.416 2.217  0.188
H27 -0.378 5.835 2.593  0.296
H28 0.735 2.253 4.481  0.226
H29 -0.623 2.217 3.449  0.156
H30 0.974 2.517 2.691  0.365
H31 -2.270 3.025 5.091  0.447
H32 -3.624 4.138 5.501  0.452
H33 -3.007 3.952 3.830  0.257
H34 -3.354 6.579 5.297  0.409
H35 -1.724 7.157 5.516  0.342
H36 -2.435 6.203 6.778  0.359
O3 3.168 3.779 -1.480  -0.697
P3 3.626 4.719 -2.520  -0.342
N7 3.107 6.276 -2.174  0.403
C13 2.766 7.318 -3.130  -0.861
C14 3.303 6.703 -0.788  -1.134
N8 3.071 4.347 -4.044  0.504
C15 1.910 3.495 -4.227  -1.044
C16 3.545 5.012 -5.238  -0.988
N9 5.282 4.775 -2.664  0.401
C17 6.069 3.740 -2.011  -0.983
C18 5.983 6.053 -2.875  -0.813
H37 2.196 6.867 -3.944  0.279
H38 3.668 7.727 -3.598  0.237
H39 2.140 8.062 -2.644  0.348
H40 4.178 7.351 -0.645  0.297
H41 3.472 5.821 -0.174  0.294
H42 2.398 7.238 -0.495  0.406
H43 1.846 3.070 -5.228  0.517
H44 2.109 2.605 -3.616  0.123
H45 0.927 3.820 -3.877  0.305
H46 4.451 4.536 -5.641  0.216
H47 2.791 5.046 -6.022  0.448
H48 3.896 6.041 -5.107  0.340
H49 6.145 3.932 -0.936  0.305
H50 5.634 2.761 -2.203  0.270
H51 7.082 3.690 -2.418  0.352
H52 6.975 5.781 -3.224  0.386
H53 5.995 6.606 -1.932  0.230
H54 5.470 6.660 -3.615  0.180
O4 2.985 -3.566 1.629  -0.859
P4 1.918 -3.680 2.630  0.093
N10 2.436 -3.885 4.203  0.220
C19 3.286 -5.034 4.425  -1.010
C20 1.686 -3.395 5.350  -0.856
N11 0.923 -5.000 2.357  0.670
C21 1.174 -5.887 1.209  -1.228
C22 0.045 -5.537 3.368  -1.117
N12 0.861 -2.378 2.704  0.492
C23 1.543 -1.095 2.569  -1.005
C24 -0.385 -2.454 1.973  -0.814
H55 2.740 -5.993 4.455  0.306
H56 3.740 -4.988 5.417  0.389
H57 4.051 -5.144 3.659  0.306
H58 0.605 -3.542 5.261  0.310
H59 1.754 -2.303 5.431  0.208
H60 2.086 -3.822 6.265  0.332
H61 1.758 -6.769 1.486  0.184
H62 0.215 -6.253 0.840  0.483
H63 1.679 -5.278 0.471  0.294
H64 -0.387 -6.469 3.001  0.446
H65 0.496 -5.701 4.347  0.277
H66 -0.854 -4.921 3.519  0.280
H67 2.301 -1.115 1.780  0.420
H68 0.831 -0.285 2.403  0.187
H69 2.061 -0.792 3.485  0.201
H70 -0.178 -2.510 0.889  0.164
H71 -1.086 -1.637 2.137  0.565
H72 -0.959 -3.369 2.105  0.074
O5 1.475 -7.163 -1.749  -0.875
P5 1.126 -6.575 -3.065  0.156
N13 -0.185 -7.423 -3.666  0.321
C25 -0.649 -8.644 -3.055  -1.057
C26 -0.787 -7.100 -4.939  -0.897
N14 2.299 -6.832 -4.220  0.424
C27 3.539 -6.091 -4.006  -1.181
C28 2.501 -8.110 -4.842  -0.991
N15 0.721 -4.972 -3.124  0.535
C29 1.141 -4.038 -4.146  -1.394
C30 0.406 -4.357 -1.823  -1.120
H73 -0.317 -9.546 -3.587  0.284
H74 -1.741 -8.644 -2.981  0.351
H75 -0.271 -8.726 -2.038  0.250
H76 -0.412 -7.776 -5.716  0.308
H77 -0.566 -6.070 -5.223  0.153
H78 -1.879 -7.149 -4.897  0.361
H79 4.248 -6.693 -3.419  0.326
H80 4.041 -5.913 -4.959  0.353
H81 3.382 -5.188 -3.425  0.360
H82 1.554 -8.610 -5.053  0.221
H83 2.950 -8.005 -5.834  0.331
H84 3.108 -8.791 -4.235  0.310
H85 0.310 -3.429 -4.499  0.488
H86 2.162 -3.648 -4.149  0.439
H87 1.301 -4.617 -5.076  0.418
H88 -0.068 -3.386 -1.947  0.335
H89 1.352 -4.132 -1.311  0.416
H90 -0.082 -5.132 -1.238  0.257
C31 1.251 -0.347 -4.858  -0.736
S1 2.585 -0.387 -6.065  0.484
O6 3.119 -1.781 -5.913  -0.635
C32 1.577 -0.338 -7.572  -0.935
H91 0.717 -1.274 -5.062  0.247
H92 0.672 0.572 -4.917  0.529
H93 1.658 -0.427 -3.853  0.091
H94 1.264 -1.364 -7.756  0.318
H95 2.191 0.064 -8.374  0.340
H96 0.737 0.339 -7.420  0.316
C33 1.016 1.137 -0.951  0.082
S2 -0.706 1.507 -1.379  0.560
O7 -0.822 1.038 -2.812  -0.675
C34 -1.307 -0.029 -0.600  -0.048
H97 1.067 1.129 0.140  0.011
H98 1.598 1.954 -1.378  -0.145
H99 1.381 0.181 -1.321  0.168
H100 -2.377 -0.171 -0.730  0.054
H101 -1.219 -0.017 0.492  0.117
H102 -0.735 -0.884 -0.950  -0.266

Force components x, y, z for each atom (eV/Å):
O 0.2 -0.2 -0.1
P -0.1 -0.3 -0.3
N -0.5 0.7 -0.5
C 0.8 0.3 0.0
C 0.8 0.0 0.0
N 0.2 -0.4 0.1
C 0.0 -0.3 1.0
C -1.2 0.2 0.0
N -0.1 -0.5 1.1
C 0.1 0.1 -0.7
C -0.2 0.6 -0.7
H 0.0 0.0 0.0
H -0.3 0.0 0.2
H -0.3 -0.3 -0.2
H -0.1 -0.1 0.2
H -0.1 0.0 -0.1
H -0.3 0.0 0.1
H 0.0 0.0 -0.1
H 0.2 0.3 -0.3
H -0.1 0.0 -0.4
H 0.3 0.0 -0.1
H 0.5 -0.1 0.0
H 0.2 0.1 0.1
H 0.1 0.1 0.0
H -0.1 0.0 0.1
H -0.1 -0.1 0.1
H 0.2 -0.1 0.3
H 0.1 -0.1 0.0
H 0.1 0.0 0.1
O 0.1 0.1 0.1
P -0.9 -0.4 -0.7
N -0.1 0.0 -0.4
C 1.0 0.3 0.8
C 1.3 -0.3 -0.6
N 0.5 -0.5 0.3
C -0.3 1.3 -0.3
C -0.8 0.0 0.3
N -0.3 0.6 0.1
C 0.8 -0.1 -0.6
C 0.5 0.3 1.0
H -0.4 0.1 -0.1
H -0.3 -0.3 -0.3
H 0.0 0.0 -0.1
H -0.3 0.5 0.3
H -0.6 -0.4 0.3
H -0.2 0.2 0.0
H 0.1 -0.6 0.1
H 0.1 -0.3 -0.1
H 0.0 -0.1 0.3
H 0.5 0.2 -0.1
H 0.1 0.0 -0.4
H 0.1 -0.3 0.1
H -0.2 0.0 0.2
H 0.0 -0.2 0.0
H -0.3 0.1 0.1
H 0.0 -0.5 -0.3
H 0.1 -0.2 -0.2
H -0.4 0.2 0.0
O 0.0 -0.4 -0.2
P -0.3 0.5 -0.3
N 0.3 -0.3 0.1
C 0.2 -1.1 -0.2
C 0.1 0.0 -0.4
N -0.8 0.7 -0.3
C 0.3 -1.8 1.1
C 1.3 0.3 -0.4
N 0.2 0.4 -0.3
C 0.0 -0.1 0.0
C -0.7 -0.9 0.5
H -0.2 0.1 0.1
H -0.1 0.6 0.2
H 0.2 0.2 0.0
H -0.1 0.1 -0.2
H -0.3 0.0 0.1
H 0.1 0.0 0.4
H 0.1 0.5 -0.2
H -0.2 0.0 0.0
H 0.1 0.7 -0.3
H -0.3 -0.3 -0.1
H -0.1 -0.1 0.1
H -0.4 0.0 0.3
H 0.0 -0.3 0.0
H -0.2 0.0 0.3
H 0.0 0.3 -0.1
H 0.2 0.4 0.0
H 0.5 0.2 -0.1
H 0.1 0.0 -0.2
O 0.3 0.0 -0.1
P -1.2 -0.9 0.4
N 0.1 0.5 0.0
C -0.1 -0.8 0.4
C -0.4 0.9 -0.4
N 0.4 -0.2 -0.3
C -0.3 0.4 0.5
C -0.8 0.1 0.0
N 0.0 0.1 0.7
C 0.3 0.6 0.3
C -0.3 -0.7 -1.6
H -0.2 0.2 -0.2
H 0.3 0.3 -0.2
H 0.1 0.3 0.0
H 0.1 -0.5 0.2
H 0.3 -0.1 0.0
H -0.1 -0.1 0.0
H 0.2 0.1 -0.1
H 0.1 0.1 -0.3
H 0.1 -0.5 -0.3
H 0.3 -0.2 0.1
H 0.2 -0.1 -0.1
H 0.2 0.3 0.1
H -0.2 0.1 -0.2
H -0.1 -0.2 -0.2
H 0.0 -0.3 0.1
H -0.1 0.4 0.0
H 0.4 0.3 0.4
H 0.3 -0.1 0.6
O -0.2 0.8 0.2
P -0.4 -2.1 -0.4
N -0.2 0.4 0.2
C 0.1 -0.2 0.4
C 0.2 0.2 0.0
N 0.1 1.4 -0.1
C 0.5 -0.8 0.2
C -0.4 -0.6 -0.4
N 0.4 0.8 0.3
C 0.2 -1.9 -2.5
C 1.5 -0.5 -0.1
H -0.1 0.0 -0.2
H 0.0 0.0 -0.2
H 0.1 0.1 -0.1
H -0.2 0.1 -0.2
H 0.2 -0.1 0.0
H 0.0 -0.3 0.1
H -0.1 0.0 0.1
H -0.2 0.4 0.0
H -0.1 0.2 -0.3
H -0.1 0.1 0.3
H 0.3 0.2 0.2
H 0.1 0.1 0.0
H 0.2 0.8 0.7
H -0.4 1.0 1.0
H -0.3 -0.3 0.2
H -0.7 -0.3 -0.1
H -0.1 0.0 0.1
H -0.5 0.6 0.3
C 0.1 -0.1 -0.3
S 0.3 -0.2 0.6
O 0.0 0.3 -0.4
C 0.1 0.2 0.4
H -0.5 0.3 0.0
H -0.3 -0.2 -0.1
H 0.3 0.1 -0.1
H -0.1 0.0 -0.1
H 0.1 -0.2 -0.1
H -0.1 -0.1 0.0
C -0.1 0.9 0.4
S 0.3 -3.2 -0.8
O -0.1 1.2 -0.2
C -0.4 0.3 1.6
H 0.2 0.2 0.0
H 0.2 0.0 0.3
H -0.5 -0.1 -0.2
H 0.0 0.3 -0.6
H 0.2 0.3 0.0
H 0.1 0.2 -0.5

* orbital gap: 8.7291 eV
* electronic energy: -5207.94450 a.u.
* max |F|: 3.27 eV Å⁻¹
* 2S+1: 1
* energy above the lowest of the compared OMol25 structures with the same formula, charge and spin: 38.1 kcal per mole
* LUMO level: 0.5 eV